Record 1
{
  "formula": "C4H15N2O",
  "method": "wB97M-V/def2-TZVPD",
  "gap_ev": [4.860, 4.885],
  "total_energy_ev": -9390.3408,
  "molar_mass_g_mol": 107.18,
  "e_above_lowest_kcal_mol": 243.6,
  "spin_multiplicity": 2,
  "total_charge": 2,
  "species": ["N", "C", "C", "C", "N", "C", "H", "H", "H", "H", "H", "H", "H", "H", "H", "H", "H", "H", "H", "H", "H", "O"],
  "coordinates": [[-1.290759, -0.806614, -0.850997], [0.087787, -0.327414, -0.768042], [0.202655, 1.091106, -1.470246], [0.482764, -0.195938, 0.734469], [1.574025, 0.724794, 1.029173], [3.083793, -0.043016, 0.208027], [0.805094, -1.002991, -1.221431], [-1.818141, -0.999934, 0.043282], [-1.217047, -1.574762, -1.438713], [2.095285, 1.556895, -2.227457], [-0.088206, 1.927635, -0.817025], [1.329166, 1.218035, -1.720613], [-0.274131, 1.109736, -2.396470], [0.826800, -1.273407, 0.960724], [-0.381734, 0.086279, 1.387975], [2.201576, 0.839374, 0.036071], [3.300867, -0.051851, -0.869695], [2.987768, -1.082508, 0.643484], [3.973313, 0.448864, 0.746775], [-3.984633, 0.497782, 1.268919], [-4.609010, -0.883535, 1.607591], [-3.783978, -0.423912, 1.315512]],
  "atomic_forces_ev_per_a": [[2.003, 1.905, 1.572], [-0.375, 0.323, 1.198], [-3.111, -0.788, 2.138], [0.688, -0.915, 0.575], [-0.637, -1.016, -0.588], [3.246, -1.353, 1.809], [-0.113, -0.201, -0.410], [0.377, 0.684, -1.164], [-0.962, -1.809, -1.444], [-1.890, -0.329, 0.719], [0.385, 0.063, -0.405], [3.492, 0.557, -1.141], [-0.680, 0.172, -1.756], [-0.574, 1.386, 0.327], [0.799, -0.070, -0.369], [-0.259, 0.431, 0.459], [-0.488, -0.059, -0.026], [-0.463, 1.235, -0.695], [-1.731, -0.194, -0.674], [-0.516, 0.881, 0.048], [0.991, 0.647, -0.345], [-0.182, -1.549, 0.172]]
}

=====

Record 2
{
  "formula": "C2H7NS",
  "method": "wB97M-V/def2-TZVPD",
  "gap_ev": [5.776, 2.298],
  "total_energy_ev": -14500.8833,
  "molar_mass_g_mol": 77.15,
  "e_above_lowest_kcal_mol": 74.3,
  "spin_multiplicity": 2,
  "total_charge": 1,
  "species": ["S", "H", "C", "C", "N", "H", "H", "H", "H", "H", "H"],
  "coordinates": [[-3.469089, -2.953509, -2.117552], [-3.118569, -2.870475, -3.289067], [0.776489, 0.521694, 0.111186], [1.780707, 1.562570, 1.947148], [0.874276, 1.565363, 1.001068], [-0.214361, 0.153593, 0.052516], [1.227462, 0.682309, -0.828915], [1.464944, -0.342350, 0.412680], [2.312501, 0.748447, 2.322561], [1.716467, 2.383158, 2.623665], [-3.350826, -1.450800, -2.235289]],
  "atomic_forces_ev_per_a": [[-0.726, 3.276, 3.318], [1.172, -0.449, -4.074], [-0.159, -1.655, -0.989], [-4.694, 3.086, -1.370], [4.976, -2.004, 3.611], [-1.006, -0.393, -0.294], [0.116, 0.809, -1.513], [-0.658, 0.855, 0.512], [0.880, -1.849, -0.190], [0.539, 1.129, 0.234], [-0.440, -2.805, 0.757]]
}

=====

> Number 2 is which compound?

C2H7NS